[1]
ORCA calculation (ωB97M-V/def2-TZVPD) on a molecular structure, C45H42AsN2O5PReSSi.

Structure (XYZ):
```
99
C45H42AsN2O5PReSSi, DFT ωB97M-V/def2-TZVPD
Re 0.566 -0.343 -0.191
S 2.599 -0.586 -1.256
C 3.555 0.883 -0.886
C 4.940 0.776 -0.991
C 5.756 1.828 -0.605
C 5.201 3.002 -0.111
C 3.821 3.123 -0.032
C 2.998 2.076 -0.427
As 1.062 2.144 -0.461
C 0.627 3.466 0.877
C 1.095 3.295 2.175
C 0.753 4.199 3.169
C -0.063 5.281 2.864
C -0.532 5.451 1.570
C -0.190 4.548 0.572
C 0.761 3.064 -2.134
C 1.533 4.187 -2.420
C 1.347 4.871 -3.610
C 0.399 4.425 -4.523
C -0.363 3.304 -4.238
C -0.191 2.624 -3.040
H 5.374 -0.147 -1.355
H 6.831 1.726 -0.678
H 5.838 3.816 0.208
H 3.381 4.037 0.353
H 1.735 2.455 2.409
H 1.123 4.061 4.177
H -0.332 5.990 3.637
H -1.174 6.290 1.330
H -0.587 4.668 -0.428
H 2.282 4.534 -1.719
H 1.945 5.747 -3.827
H 0.258 4.955 -5.457
H -1.104 2.949 -4.942
H -0.802 1.761 -2.827
O -2.051 -0.126 -3.397
C -1.603 -0.658 -2.406
O -0.418 -0.366 -1.933
C -2.420 -1.725 -1.701
C -3.768 -1.759 -2.039
C -4.623 -2.697 -1.483
C -4.125 -3.630 -0.588
C -2.781 -3.607 -0.246
C -1.917 -2.657 -0.784
P -0.167 -2.659 -0.255
C 0.662 -3.860 -1.327
C -0.032 -4.694 -2.200
C 0.657 -5.626 -2.964
C 2.036 -5.735 -2.854
C 2.731 -4.906 -1.984
C 2.048 -3.968 -1.226
C -0.240 -3.469 1.374
C -0.884 -2.779 2.403
C -1.015 -3.361 3.652
C -0.487 -4.625 3.892
C 0.169 -5.304 2.878
C 0.289 -4.730 1.617
H -4.124 -1.031 -2.754
H -5.671 -2.702 -1.753
H -4.777 -4.375 -0.150
H -2.406 -4.337 0.460
H -1.107 -4.611 -2.295
H 0.114 -6.265 -3.647
H 2.570 -6.462 -3.452
H 3.808 -4.980 -1.903
H 2.594 -3.309 -0.562
H -1.288 -1.791 2.210
H -1.523 -2.827 4.445
H -0.585 -5.077 4.871
H 0.586 -6.286 3.061
H 0.790 -5.273 0.825
C -5.086 3.742 -0.341
N -4.109 2.708 -0.045
C -4.393 1.675 0.784
C -3.473 0.736 1.074
C -2.190 0.871 0.442
O -1.336 -0.083 0.644
N -1.899 1.886 -0.344
C -2.819 2.866 -0.592
O -2.595 3.864 -1.257
H -6.069 3.396 -0.029
H -5.085 3.946 -1.408
H -4.839 4.668 0.178
H -5.398 1.652 1.184
H -3.686 -0.106 1.713
C 0.986 0.191 4.284
Si 2.096 -0.511 2.962
C 2.540 -2.286 3.340
C 3.693 0.434 2.758
O 1.267 -0.495 1.530
H 1.472 0.121 5.261
H 0.058 -0.384 4.330
H 0.724 1.235 4.106
H 1.708 -2.839 3.776
H 3.386 -2.337 4.031
H 2.834 -2.796 2.418
H 4.252 0.416 3.698
H 3.577 1.475 2.457
H 4.308 -0.052 1.995
```

Energy above the lowest of the compared OMol25 structures with the same formula, charge and spin   0.0 kJ/mol
<S²>   0.756
Spin multiplicity   2
HOMO (spin up / spin down)   -7.83 / -7.76 eV
Orbital gap (spin up / spin down)   7.167 / 7.454 eV

Atomic partial charges in e from the Löwdin method, atoms 1 to 5: 1.06 0.63 -0.63 -0.13 -0.08



[2]
ORCA calculation (ωB97M-V/def2-TZVPD) on a molecular structure, C45H42AsN2O5PReSSi.

Structure (XYZ):
```
99
C45H42AsN2O5PReSSi, DFT ωB97M-V/def2-TZVPD
Re -0.383 -0.428 0.569
S -0.326 -1.119 2.822
C -0.750 0.336 3.766
C -1.346 0.146 5.011
C -1.750 1.234 5.769
C -1.566 2.527 5.300
C -0.944 2.724 4.075
C -0.530 1.638 3.315
As 0.500 1.738 1.674
C -0.008 3.428 0.902
C -1.356 3.639 0.638
C -1.775 4.820 0.043
C -0.842 5.792 -0.289
C 0.505 5.580 -0.030
C 0.927 4.398 0.565
C 2.248 2.010 2.430
C 2.440 3.084 3.294
C 3.680 3.283 3.877
C 4.721 2.402 3.607
C 4.521 1.331 2.751
C 3.284 1.132 2.153
H -1.508 -0.863 5.373
H -2.222 1.068 6.730
H -1.901 3.374 5.884
H -0.791 3.730 3.700
H -2.078 2.875 0.894
H -2.827 4.979 -0.162
H -1.166 6.716 -0.752
H 1.234 6.335 -0.294
H 1.981 4.221 0.740
H 1.628 3.767 3.514
H 3.834 4.122 4.543
H 5.690 2.557 4.063
H 5.331 0.648 2.531
H 3.145 0.310 1.463
O 3.603 -1.083 -0.195
C 2.444 -1.354 -0.406
O 1.496 -1.282 0.496
C 2.018 -1.868 -1.770
C 2.990 -1.878 -2.761
C 2.695 -2.294 -4.049
C 1.407 -2.701 -4.356
C 0.431 -2.707 -3.369
C 0.719 -2.299 -2.068
P -0.589 -2.413 -0.789
C -0.348 -4.081 -0.110
C -0.158 -5.165 -0.970
C 0.029 -6.437 -0.458
C 0.037 -6.635 0.918
C -0.141 -5.562 1.775
C -0.332 -4.285 1.263
C -2.139 -2.503 -1.732
C -2.480 -1.389 -2.504
C -3.676 -1.362 -3.200
C -4.556 -2.436 -3.114
C -4.235 -3.531 -2.330
C -3.029 -3.567 -1.639
H 3.982 -1.541 -2.488
H 3.465 -2.297 -4.810
H 1.157 -3.021 -5.359
H -0.572 -3.027 -3.622
H -0.149 -5.011 -2.043
H 0.176 -7.273 -1.129
H 0.188 -7.629 1.319
H -0.127 -5.711 2.847
H -0.470 -3.449 1.934
H -1.801 -0.544 -2.549
H -3.929 -0.500 -3.804
H -5.493 -2.413 -3.655
H -4.922 -4.364 -2.251
H -2.788 -4.426 -1.026
C 4.469 3.059 -3.037
N 3.249 2.399 -2.599
C 2.359 1.895 -3.483
C 1.224 1.293 -3.077
C 1.045 1.159 -1.663
O 0.023 0.474 -1.248
N 1.892 1.673 -0.798
C 2.981 2.384 -1.213
O 3.728 2.993 -0.470
H 4.712 2.721 -4.042
H 5.272 2.804 -2.352
H 4.351 4.143 -3.031
H 2.621 1.994 -4.529
H 0.521 0.859 -3.771
C -4.221 1.319 -0.919
Si -3.838 0.271 0.580
C -4.728 -1.371 0.503
C -4.263 1.176 2.144
O -2.219 -0.099 0.492
H -5.298 1.471 -1.021
H -3.861 0.825 -1.822
H -3.749 2.300 -0.856
H -5.076 -1.595 -0.507
H -5.590 -1.400 1.173
H -4.043 -2.167 0.804
H -5.317 1.465 2.116
H -3.672 2.082 2.280
H -4.111 0.546 3.023
```

Energy above the lowest of the compared OMol25 structures with the same formula, charge and spin   52.4 kJ/mol
<S²>   0.767
Spin multiplicity   2
HOMO (spin up / spin down)   -7.68 / -7.54 eV
Orbital gap (spin up / spin down)   6.991 / 7.266 eV

Atomic partial charges in e from the Löwdin method, atoms 1 to 5: 1.10 0.63 -0.63 -0.12 -0.09



Q: spin multiplicity of number 1 (C45H42AsN2O5PReSSi)?
A: 2



Q: The lowest energy above the lowest of the compared OMol25 structures with the same formula, charge and spin belongs to which entry?
A: number 1



Q: Which value of spin multiplicity does entry 2 give?
A: 2



Q: Among the records above, which one has the highest energy above the lowest of the compared OMol25 structures with the same formula, charge and spin?
A: number 2